P) DFT (ωB97M-V/def2-TZVPD) results for a 3-piece molecular cluster, C3H12N2O2 overall.

Each atom is followed by the atoms it is bonded to, with distances in Å.
Geometry (Å):
1 C -2.48 -0.82 -0.91  C2 1.617, H6 1.002, H7 1.162, H8 1.166
2 C -1.14 -0.40 -0.11  C1 1.617, C3 1.296, N5 1.479
3 C -0.47 -1.26 0.58  C2 1.296, N4 1.464, H9 1.113
4 N 0.79 -0.96 1.26  C3 1.464, H10 1.029, H11 1.039
5 N -0.94 1.06 0.05  C2 1.479, H12 1.045, H13 1.070
6 H -2.50 -0.31 -1.78  C1 1.002
7 H -3.39 -0.57 -0.24  C1 1.162
8 H -2.38 -1.98 -0.96  C1 1.166
9 H -0.79 -2.29 0.85  C3 1.113
10 H 0.49 -0.21 1.89  N4 1.029
11 H 1.06 -1.77 1.85  N4 1.039
12 H -0.98 1.54 -0.88  N5 1.045
13 H -1.84 1.39 0.51  N5 1.070
14 H 1.24 -0.36 -1.44  O16 0.973
15 H 2.13 -1.16 -2.22  O16 0.923
16 O 2.09 -0.29 -1.91  H14 0.973, H15 0.923
17 H 0.76 1.82 1.02  O19 0.982
18 H 1.60 2.91 1.69  O19 0.960
19 O 1.68 2.18 1.07  H17 0.982, H18 0.960

SMILES string	C/C(N)=C/N.O.O
gap between HOMO and LUMO	0.351	hartree
E_HOMO	-8.97	eV
total charge	0

Mulliken population analysis, charges in e, atoms 1 to 5: C -1.230; C 0.543; C -0.642; N -0.479; N -0.469


Q) DFT (ωB97M-V/def2-TZVPD) results for a 2-piece molecular cluster, C3H12N2O2 overall.

Each atom is followed by the atoms it is bonded to, with distances in Å.
Geometry (Å):
1 C 1.02 -0.63 -0.28  C2 1.475, N4 1.470, H7 1.118, H8 1.094
2 C 0.55 -1.34 -1.48  C1 1.475, O3 1.482, H9 1.135, H10 1.088
3 O -0.92 -1.26 -1.71  C2 1.482, H11 1.029
4 N 0.76 -1.51 0.87  C1 1.470, C5 1.563, H12 1.001
5 C 1.15 -1.33 2.38  N4 1.563, N6 1.459, H13 1.050, H14 1.132
6 N 0.50 -0.28 3.16  C5 1.459, H15 1.104, H16 1.040
7 H 0.32 0.17 0.08  C1 1.118
8 H 2.05 -0.29 -0.37  C1 1.094
9 H 0.96 -1.07 -2.50  C2 1.135
10 H 1.10 -2.26 -1.29  C2 1.088
11 H -1.22 -2.01 -1.07  O3 1.029
12 H -0.19 -1.79 0.83  N4 1.001
13 H 2.18 -1.53 2.42  C5 1.050
14 H 0.63 -2.20 2.89  C5 1.132
15 H 0.60 -0.21 4.26  N6 1.104
16 H 0.38 0.70 2.84  N6 1.040
17 H -2.32 5.86 -2.00  O19 0.930
18 H -1.97 5.40 -3.35  O19 0.949
19 O -2.54 5.21 -2.62  H17 0.930, H18 0.949

SMILES string	NCNCCO.O
gap between HOMO and LUMO	0.352	hartree
E_HOMO	-8.61	eV
total charge	0

Mulliken population analysis, charges in e, atoms 1 to 5: C -0.189; C -0.718; O -0.500; N -0.355; C -0.584


Most stable structure: P)